1:
Entry from OMol25: a single C6H8N2O3 molecule (wB97M-V/def2-TZVPD).

## Properties
LUMO energy = 0.0137 Eh
Gap between HOMO and LUMO = 0.31883 Ha
E_HOMO = -8.3 eV
2S+1 = 1

Structure (XYZ):
```
19
C6H8N2O3 wB97M-V/def2-TZVPD
C 0.668 -1.870 -0.079
C -0.620 -2.116 0.045
C 0.386 0.521 -0.104
C -1.098 0.177 -0.149
C 2.675 -0.430 -0.155
C -1.752 2.420 0.230
N 1.223 -0.639 -0.041
N -1.565 -1.035 0.010
O -2.807 -1.255 0.137
O 0.825 1.654 -0.192
O -2.046 1.109 -0.267
H 1.203 -2.812 -0.123
H -0.964 -3.068 0.074
H 2.999 0.499 0.096
H 3.053 -0.948 0.742
H 3.177 -0.802 -1.193
H -2.677 2.971 0.351
H -1.458 3.088 -0.583
H -1.222 2.536 1.199
```

Atomic partial charges in e from the Mulliken method, atoms 1 to 6:
1. C -0.056
2. C -0.696
3. C 0.638
4. C 0.253
5. C -1.112
6. C -0.829

2:
Entry from OMol25: a molecular structure, C6H8N2O3 (wB97M-V/def2-TZVPD).

## Properties
LUMO energy = -0.0231 Eh
Gap between HOMO and LUMO = 0.31370 Ha
E_HOMO = -9.2 eV
2S+1 = 1

Structure (XYZ):
```
19
C6H8N2O3 wB97M-V/def2-TZVPD
C -1.024 -1.270 3.398
C -1.921 -1.585 2.021
C -0.560 -0.971 0.307
C 0.193 0.187 -0.488
C 1.356 0.006 -1.304
C 1.563 1.223 -1.856
H -1.654 -1.331 4.368
H -0.952 -0.116 3.500
H -0.055 -1.477 3.461
H -1.165 -2.666 1.742
H -3.140 -1.841 2.345
H 1.657 -1.011 -1.907
H 1.515 2.984 -0.809
H -1.137 1.581 -0.686
N 0.636 2.272 -1.331
N -0.190 1.475 -0.356
O -1.814 -0.528 0.773
O 0.098 -1.987 0.500
O 2.238 1.528 -2.858
```

Atomic partial charges in e from the Mulliken method, atoms 1 to 6:
1. C -1.096
2. C -0.231
3. C 0.502
4. C 0.484
5. C -0.443
6. C 0.384

What are the relative energies? In eV: 1 0.000; 2 2.795.

1:
Entry from OMol25: 2 unconnected molecules or ions with the total composition C5H8BrN (wB97M-V/def2-TZVPD).

## Properties
LUMO energy (alpha / beta) = -0.0173 / 0.0232 Eh
Gap between HOMO and LUMO (alpha / beta) = 0.25851 / 0.31991 Ha
E_HOMO (alpha / beta) = -7.5 / -8.1 eV
2S+1 = 1

Structure (XYZ):
```
15
C5H8BrN wB97M-V/def2-TZVPD
C 0.346 -0.679 -0.304
C -0.436 0.200 0.255
C -3.002 -0.991 0.324
C 1.871 -0.377 -0.468
C -0.849 1.636 0.381
N -3.162 -2.158 0.621
Br -4.152 0.406 -0.181
H 0.027 -1.663 -0.479
H 1.979 0.138 -1.388
H 2.410 -1.364 -0.630
H 2.226 0.469 0.341
H -1.440 1.853 1.202
H 0.021 2.300 0.443
H -1.292 1.807 -0.569
H -4.050 -2.684 0.455
```

Atomic partial charges in e from the Mulliken method, atoms 1 to 6:
1. C 0.075
2. C -0.155
3. C 0.135
4. C -0.934
5. C -1.029
6. N -0.433

2:
Entry from OMol25: 2 unconnected molecules or ions with the total composition C5H8BrN (wB97M-V/def2-TZVPD).

## Properties
LUMO energy = 0.0249 Eh
Gap between HOMO and LUMO = 0.33089 Ha
SMILES string = C#CN(C)C=C.Br
E_HOMO = -8.3 eV
2S+1 = 1

Structure (XYZ):
```
15
C5H8BrN wB97M-V/def2-TZVPD
C 2.012 -0.702 0.291
C -1.465 2.514 -0.062
C 1.111 0.225 -0.010
C -0.894 1.478 0.197
C -0.809 -0.803 1.175
N -0.214 0.326 0.396
Br -5.002 0.505 0.564
H 3.025 -0.569 -0.011
H 1.703 -1.667 0.705
H -3.552 0.987 0.222
H -1.973 3.467 -0.030
H 1.382 1.104 -0.661
H 0.132 -1.438 1.487
H -1.187 -0.455 2.116
H -1.597 -1.295 0.580
```

Atomic partial charges in e from the Mulliken method, atoms 1 to 6:
1. C -1.015
2. C -0.587
3. C 0.353
4. C 0.150
5. C -0.745
6. N -0.006

What are the relative energies? In eV: 1 2.210; 2 0.000.

1:
Entry from OMol25: a molecular structure, C21H16BrF3N10O4SZr (wB97M-V/def2-TZVPD).

## Properties
LUMO energy = 0.1378 Eh
Gap between HOMO and LUMO = 0.25772 Ha
Charge = -2
E_HOMO = -3.3 eV
2S+1 = 1

Structure (XYZ):
```
57
C21H16BrF3N10O4SZr wB97M-V/def2-TZVPD
Zr 0.391 1.229 0.120
N 3.039 1.722 2.376
C 1.752 1.655 2.893
N 1.515 1.410 4.160
N 0.157 1.459 4.261
N -0.372 1.710 3.123
N 0.627 1.873 2.205
C 3.419 1.288 1.115
N 4.676 1.173 0.753
N 4.612 0.725 -0.529
N 3.396 0.600 -0.912
N 2.586 0.947 0.136
H 3.763 1.646 3.069
S 2.521 5.737 -0.445
C 1.693 4.350 -0.179
N 1.084 3.374 0.026
C -0.091 -7.122 0.955
C 0.036 -5.623 0.842
C -0.413 -4.789 1.854
C -0.316 -3.401 1.764
C -0.780 -2.552 2.924
C 0.223 -2.856 0.595
C 0.689 -3.671 -0.448
C 1.315 -3.107 -1.705
C 0.596 -5.048 -0.294
C 0.330 -1.380 0.465
O 0.754 -0.674 1.407
O 0.001 -0.803 -0.629
H -0.341 -7.421 1.974
H 0.838 -7.621 0.673
H -0.877 -7.500 0.295
H -0.844 -5.223 2.752
H -1.307 -3.176 3.648
H -1.440 -1.741 2.610
H 0.065 -2.073 3.419
H 2.109 -2.392 -1.479
H 0.586 -2.564 -2.305
H 1.739 -3.915 -2.304
H 0.972 -5.689 -1.088
Br -4.069 5.057 -5.545
C -3.122 4.603 -3.946
C -3.451 5.256 -2.767
C -2.759 4.918 -1.614
C -1.768 3.946 -1.643
C -1.450 3.306 -2.828
C -2.135 3.641 -3.997
C -0.381 2.252 -2.939
O -0.008 1.896 -4.038
O 0.043 1.716 -1.826
H -4.229 6.007 -2.755
H -2.995 5.412 -0.680
H -1.234 3.707 -0.736
H -1.869 3.142 -4.917
F -2.796 2.178 1.072
C -1.919 1.310 0.537
F -2.110 0.109 1.241
F -2.452 0.990 -0.713
```

Atomic partial charges in e from the Mulliken method, atoms 1 to 6:
1. Zr 0.873
2. N -0.025
3. C 0.479
4. N -0.606
5. N -0.710
6. N -0.176

2:
Entry from OMol25: a molecular structure, C21H16BrF3N10O4SZr (wB97M-V/def2-TZVPD).

## Properties
LUMO energy = 0.1394 Eh
Gap between HOMO and LUMO = 0.25577 Ha
Charge = -2
E_HOMO = -3.2 eV
2S+1 = 1

Structure (XYZ):
```
57
C21H16BrF3N10O4SZr wB97M-V/def2-TZVPD
Zr -0.389 0.176 -0.024
N 2.341 -2.153 0.719
C 1.074 -2.705 0.742
N 0.840 -3.958 1.084
N -0.505 -4.074 1.000
N -1.036 -2.967 0.628
N -0.049 -2.050 0.455
C 2.672 -1.084 -0.094
N 3.894 -0.903 -0.561
N 3.798 0.221 -1.303
N 2.600 0.678 -1.287
N 1.837 -0.130 -0.503
H 3.080 -2.830 0.809
S -5.178 0.112 -1.474
C -3.631 0.130 -0.982
N -2.516 0.143 -0.632
C -0.422 -0.671 8.349
C -0.436 -0.488 6.854
C -1.306 -1.209 6.053
C -1.333 -1.056 4.668
C -2.310 -1.879 3.870
C -0.435 -0.158 4.080
C 0.471 0.573 4.866
C 1.465 1.541 4.281
C 0.440 0.401 6.245
C -0.429 0.009 2.597
O -1.496 -0.053 1.927
O 0.657 0.197 1.975
H -1.245 -1.308 8.674
H -0.510 0.288 8.864
H 0.511 -1.134 8.678
H -1.991 -1.915 6.512
H -2.766 -2.632 4.514
H -1.837 -2.380 3.026
H -3.091 -1.250 3.446
H 0.996 2.218 3.568
H 2.245 1.013 3.735
H 1.922 2.125 5.082
H 1.127 0.977 6.857
Br 1.150 3.957 -6.451
C 0.655 2.221 -5.841
C 0.541 1.198 -6.768
C 0.188 -0.070 -6.329
C -0.045 -0.303 -4.983
C 0.070 0.738 -4.074
C 0.424 2.014 -4.494
C -0.173 0.486 -2.622
O -0.195 1.465 -1.819
O -0.339 -0.682 -2.199
H 0.729 1.393 -7.815
H 0.098 -0.877 -7.046
H -0.315 -1.283 -4.612
H 0.520 2.804 -3.762
F 0.704 3.105 0.565
C -0.501 2.458 0.742
F -0.796 2.707 2.075
F -1.404 3.247 0.075
```

Atomic partial charges in e from the Mulliken method, atoms 1 to 6:
1. Zr 0.378
2. N -0.046
3. C 0.433
4. N -0.667
5. N -0.666
6. N -0.740

What are the relative energies? In eV: 1 1.094; 2 0.000.

1:
Entry from OMol25: a gas-phase ion, C7H10N (charge +1) (wB97M-V/def2-TZVPD).

## Properties
LUMO energy (alpha / beta) = -0.2055 / -0.1711 Eh
Gap between HOMO and LUMO (alpha / beta) = 0.27943 / 0.35410 Ha
Charge = +1
E_HOMO (alpha / beta) = -13.2 / -14.3 eV
2S+1 = 1

Structure (XYZ):
```
18
C7H10N wB97M-V/def2-TZVPD
C -2.343 0.624 -0.347
C -0.944 -1.561 0.006
C -1.062 0.923 0.415
C 1.210 -0.097 0.416
C -1.717 -0.421 0.450
C 0.270 -0.810 -0.445
C 2.629 0.107 -0.041
N 0.166 0.674 -0.307
H -3.220 1.114 0.055
H -2.364 0.547 -1.427
H -0.620 -2.262 0.777
H -1.465 -2.131 -0.766
H -1.037 1.643 1.220
H 1.080 -0.086 1.495
H 2.705 0.054 -1.124
H 3.249 -0.680 0.381
H 3.012 1.065 0.306
H 0.451 1.297 -1.063
```

Atomic partial charges in e from the Mulliken method, atoms 1 to 6:
1. C -0.771
2. C -0.420
3. C -0.339
4. C 0.302
5. C 0.232
6. C 0.053

2:
Entry from OMol25: a gas-phase ion, C7H10N (charge +1) (wB97M-V/def2-TZVPD).

## Properties
LUMO energy = -0.2092 Eh
Gap between HOMO and LUMO = 0.34504 Ha
SMILES string = C[C@@]12C[C@@H]1C1=[N+](C1)C2
Charge = +1
E_HOMO = -15.1 eV
2S+1 = 1

Structure (XYZ):
```
18
C7H10N wB97M-V/def2-TZVPD
C 0.894 -1.044 -0.997
C 1.092 -0.469 0.254
C 0.019 -1.956 -1.695
C -0.662 0.472 -1.064
C -0.084 0.619 0.587
C -0.982 0.684 1.844
C 1.313 1.016 0.488
N 0.119 -0.439 -1.934
H 0.393 -2.581 -2.622
H -0.765 -2.446 -1.033
H -1.811 0.326 -0.977
H -0.673 1.530 -1.514
H -0.792 0.029 2.671
H -2.029 0.452 1.668
H -0.856 1.766 2.135
H 1.551 1.581 -0.344
H 1.476 -0.969 1.170
H 1.799 1.429 1.363
```

Atomic partial charges in e from the Mulliken method, atoms 1 to 6:
1. C 0.310
2. C -0.412
3. C -0.282
4. C -0.788
5. C 0.815
6. C -1.269

What are the relative energies? In eV: 1 0.384; 2 0.000.